Here is an isolated molecule of C5H6OS at a distorted geometry from the Open Molecules 2025 dataset. Energies are from ωB97M-V with the def2-TZVPD basis set.

ORCA input file:
```
! wB97M-V def2-TZVPD RIJCOSX def2/J DEFGRID3
* xyz 0 1
O -0.795 -2.556 0.805
C -0.374 -1.606 0.253
S -0.122 -1.351 -1.649
C 0.164 0.481 -1.112
C 1.164 0.244 0.048
C -0.126 -0.213 0.868
C -0.927 0.858 -0.023
H 0.388 1.138 -1.847
H 2.068 -0.407 -0.112
H 1.529 1.173 0.415
H -0.336 -0.195 1.990
H -1.964 0.616 -0.098
H -0.668 1.818 0.462
*
```

Properties
SMILES: O=C1S[C@H]2C[C@@H]1C2
HOMO level, eV: -9.21
Frontier orbital gap, eV: 9.96
Molar mass, g mol⁻¹: 114.17
Largest force on an atom, eV Å⁻¹: 4.3
Energy above the lowest of the compared OMol25 structures with the same formula, charge and spin, kcal/mol: 28.9
E_LUMO, Ha: 0.0274
Calculated total energy, eV: -18163.383

Atom charges from the natural (NBO) analysis, given in e for atoms 1 to 6:
1. O -0.514
2. C 0.519
3. S 0.051
4. C -0.258
5. C -0.406
6. C -0.330

=====

Here is an isolated molecule of C15H24BrNO3 from the Open Molecules 2025 dataset. Energies are from ωB97M-V with the def2-TZVPD basis set.

ORCA input file:
```
! wB97M-V def2-TZVPD RIJCOSX def2/J DEFGRID3
* xyz 0 1
C -2.328 3.963 -2.350
O -1.725 2.730 -2.061
C -0.427 2.859 -1.521
C 0.155 1.467 -1.318
C 1.407 1.485 -0.431
N 1.846 0.182 0.024
C 2.359 -0.705 -1.010
C 3.337 -1.743 -0.431
O 2.710 -2.846 0.183
C 2.358 -2.676 1.538
C 1.189 -3.617 1.850
O 0.077 -3.405 1.016
C -0.632 -2.253 1.088
C -0.600 -1.319 2.118
C -1.403 -0.188 2.068
C -2.258 0.050 1.004
C -3.108 1.280 0.924
C -2.303 -0.887 -0.026
C -1.503 -2.007 0.020
Br -1.541 -3.272 -1.395
H -2.433 4.577 -1.445
H -1.747 4.528 -3.090
H -3.314 3.742 -2.755
H -0.480 3.392 -0.557
H 0.208 3.453 -2.197
H 0.380 1.024 -2.289
H -0.610 0.852 -0.840
H 2.239 1.957 -0.961
H 1.199 2.076 0.467
H 1.070 -0.263 0.507
H 1.570 -1.243 -1.554
H 2.915 -0.094 -1.725
H 4.023 -1.247 0.266
H 3.912 -2.173 -1.255
H 2.086 -1.635 1.740
H 3.206 -2.943 2.189
H 1.491 -4.643 1.628
H 0.918 -3.540 2.911
H 0.045 -1.470 2.969
H -1.350 0.521 2.881
H -4.164 1.013 0.974
H -2.938 1.790 -0.023
H -2.884 1.960 1.742
H -2.953 -0.729 -0.873
*
```

Properties
SMILES: COCCCNCCOCCOc1ccc(C)cc1Br
HOMO level, eV: -8.42
Frontier orbital gap, eV: 9.26
Molar mass, g mol⁻¹: 346.26
Largest force on an atom, eV Å⁻¹: 0.7
Energy above the lowest of the compared OMol25 structures with the same formula, charge and spin, kcal/mol: 0.0
E_LUMO, Ha: 0.0309
Calculated total energy, eV: -93618.254

Atom charges from the natural (NBO) analysis, given in e for atoms 1 to 6:
1. C -0.245
2. O -0.544
3. C -0.052
4. C -0.447
5. C -0.203
6. N -0.644

=====

Here is an isolated molecule of C15H25N3OS from the Open Molecules 2025 dataset. Energies are from ωB97M-V with the def2-TZVPD basis set.

ORCA input file:
```
! wB97M-V def2-TZVPD RIJCOSX def2/J DEFGRID3
* xyz 0 1
C -3.976 1.415 1.029
C -2.835 1.125 0.036
C -2.740 2.305 -0.943
C -1.503 0.972 0.784
C -0.570 0.084 -0.039
N 0.782 0.103 0.474
C 1.771 0.873 -0.026
S 1.597 1.751 -1.416
N 2.917 0.908 0.702
C 4.160 1.429 0.180
C 5.193 0.361 0.040
C 6.515 0.332 0.372
C 6.990 -0.950 -0.003
C 5.920 -1.604 -0.527
O 4.828 -0.821 -0.505
C -1.107 -1.344 -0.041
C -2.623 -1.380 -0.357
C -3.397 -1.949 0.850
C -2.870 -2.303 -1.559
N -3.062 -0.062 -0.774
H -4.116 0.595 1.728
H -3.755 2.316 1.596
H -4.909 1.569 0.490
H -3.636 2.354 -1.557
H -1.884 2.183 -1.599
H -2.636 3.243 -0.404
H -1.050 1.953 0.932
H -1.660 0.518 1.766
H -0.523 0.466 -1.061
H 0.921 -0.328 1.377
H 3.002 0.263 1.476
H 4.546 2.216 0.837
H 3.917 1.872 -0.795
H 7.081 1.123 0.820
H 7.986 -1.326 0.107
H 5.806 -2.590 -0.930
H -0.556 -1.930 -0.776
H -0.928 -1.789 0.941
H -4.470 -1.887 0.672
H -3.166 -1.405 1.762
H -3.136 -2.994 1.001
H -3.936 -2.386 -1.762
H -2.384 -1.892 -2.439
H -2.478 -3.298 -1.366
H -4.023 -0.093 -1.092
*
```

Properties
SMILES: CC1(C)CC(NC(=S)NCc2ccco2)CC(C)(C)N1
HOMO level, eV: -7.90
Frontier orbital gap, eV: 8.52
Molar mass, g mol⁻¹: 295.45
Largest force on an atom, eV Å⁻¹: 0.9
Energy above the lowest of the compared OMol25 structures with the same formula, charge and spin, kcal/mol: 1.0
E_LUMO, Ha: 0.0228
Calculated total energy, eV: -33314.009

Atom charges from the natural (NBO) analysis, given in e for atoms 1 to 6:
1. C -0.621
2. C 0.134
3. C -0.603
4. C -0.416
5. C -0.066
6. N -0.590

=====

Here is a structure of composition C20H34ClF5GdN3O5Te at a distorted geometry from the Open Molecules 2025 dataset. Energies are from ωB97M-V with the def2-TZVPD basis set.

ORCA input file:
```
! wB97M-V def2-TZVPD RIJCOSX def2/J DEFGRID3
* xyz 0 8
O 2.139 -0.556 -3.285
C 1.048 -0.098 -3.592
C 0.655 1.326 -3.789
C 0.677 2.161 -2.659
H 0.776 1.721 -1.666
C 0.606 3.540 -2.838
H 0.673 4.187 -1.954
C 0.444 4.041 -4.131
H 0.554 5.110 -4.299
C 0.201 3.204 -5.234
H 0.011 3.626 -6.236
C 0.237 1.817 -5.044
H -0.006 1.108 -5.836
H 0.174 -0.790 -3.629
C -2.506 -1.648 -1.836
C -2.354 -0.499 -0.913
H -3.001 -1.366 -2.786
H -3.138 -2.411 -1.346
H -1.548 -2.131 -2.125
C -2.710 0.763 -1.095
C -4.097 1.336 -1.094
H -1.945 1.533 -1.262
H -4.286 1.864 -2.034
H -4.187 2.062 -0.278
H -4.831 0.525 -0.988
Gd -0.808 -0.755 0.767
Cl -3.186 -1.086 1.723
C -1.030 -0.061 3.844
O -0.292 -0.771 3.100
N -0.986 -0.085 5.168
C -0.202 -1.091 5.867
C -1.857 0.771 5.964
H -1.771 0.620 3.411
H 0.640 -1.423 5.253
H -0.822 -1.950 6.155
H 0.149 -0.638 6.792
H -1.967 1.741 5.463
H -1.383 0.889 6.941
H -2.842 0.298 6.099
H 4.663 1.455 -1.257
H 4.381 1.205 1.467
C 3.568 1.502 -1.259
C 3.333 1.408 1.217
N 3.018 0.829 -0.083
H 3.215 1.036 -2.183
C 2.339 -0.319 -0.174
O 1.715 -0.876 0.776
H 2.680 0.979 1.975
H 2.359 -0.778 -1.192
H 3.278 2.560 -1.235
H 3.192 2.489 1.155
H 0.186 -6.302 0.943
H 2.369 -6.035 -0.585
C -0.333 -5.738 0.160
C 1.716 -5.479 -1.270
N 0.608 -4.869 -0.543
H -1.124 -5.127 0.599
C 0.486 -3.546 -0.510
O -0.415 -2.952 0.145
H 2.292 -4.679 -1.750
H 1.232 -2.990 -1.103
H -0.754 -6.468 -0.539
H 1.342 -6.176 -2.031
F -1.536 3.782 0.109
Te -0.392 3.122 1.499
F 1.170 3.553 0.458
F -1.893 2.729 2.632
F -0.205 4.856 2.280
F 0.659 2.503 2.965
O -0.381 1.441 0.736
*
```

Properties
HOMO level (alpha / beta), eV: -5.48 / -5.84
⟨S²⟩: 16.18
Frontier orbital gap (alpha / beta), eV: 4.32 / 4.77
Molar mass, g mol⁻¹: 811.80
Largest force on an atom, eV Å⁻¹: 3.7
Energy above the lowest of the compared OMol25 structures with the same formula, charge and spin, kcal/mol: 81.7
E_LUMO (alpha / beta), Ha: -0.0427 / -0.0394
Calculated total energy, eV: -90237.489

Atom charges from the Mulliken analysis, given in e for atoms 1 to 6:
1. O -0.597
2. C -0.260
3. C 0.181
4. C 0.583
5. H 0.286
6. C -0.679

=====

Here is an isolated molecule of C4H11NO at a distorted geometry from the Open Molecules 2025 dataset. Energies are from ωB97M-V with the def2-TZVPD basis set.

ORCA input file:
```
! wB97M-V def2-TZVPD RIJCOSX def2/J DEFGRID3
* xyz 0 1
C 0.947 1.513 -0.234
C -0.026 0.393 0.432
C 0.701 -0.940 0.586
N 0.913 -1.567 -0.661
C -1.347 0.378 -0.378
O -2.266 -0.617 -0.016
H 1.985 1.397 0.153
H 0.497 2.556 -0.048
H 1.015 1.334 -1.438
H -0.185 0.837 1.472
H 1.720 -0.820 1.050
H 0.355 -1.583 1.413
H 1.316 -2.448 -0.464
H -0.073 -1.599 -1.160
H -1.261 0.272 -1.476
H -1.804 1.418 -0.141
H -2.487 -0.521 0.910
*
```

Properties
SMILES: C[C@H](CN)CO
HOMO level, eV: -8.98
Frontier orbital gap, eV: 9.85
Molar mass, g mol⁻¹: 89.14
Largest force on an atom, eV Å⁻¹: 3.8
Energy above the lowest of the compared OMol25 structures with the same formula, charge and spin, kcal/mol: 44.5
E_LUMO, Ha: 0.0319
Calculated total energy, eV: -7862.622

Atom charges from the natural (NBO) analysis, given in e for atoms 1 to 6:
1. C -0.614
2. C -0.256
3. C -0.223
4. N -0.835
5. C -0.071
6. O -0.721

=====

Here is a cluster of 3 separate species, C3H12NO2 in total at a distorted geometry from the Open Molecules 2025 dataset. Energies are from ωB97M-V with the def2-TZVPD basis set.

ORCA input file:
```
! wB97M-V def2-TZVPD RIJCOSX def2/J DEFGRID3
* xyz 2 2
C -1.715 -1.569 -0.668
C -0.355 -0.969 -0.758
C 0.208 -0.851 1.605
N 0.241 -0.364 0.360
H -1.819 -2.621 -0.480
H -2.477 -1.052 0.113
H -2.432 -1.365 -1.418
H 0.506 -1.671 -1.118
H -0.569 -0.135 -1.495
H 0.642 -0.338 2.432
H -0.210 -1.840 1.895
H 0.779 0.498 0.181
H 0.853 3.048 -1.508
H 0.180 2.158 -2.411
O 0.806 2.032 -1.692
H 1.584 2.164 2.296
H 2.294 1.384 1.089
O 1.484 1.492 1.577
*
```

Properties
HOMO level (alpha / beta), eV: -20.74 / -19.81
⟨S²⟩: 0.76
Frontier orbital gap (alpha / beta), eV: 11.35 / 4.05
Molar mass, g mol⁻¹: 94.13
Largest force on an atom, eV Å⁻¹: 4.6
Energy above the lowest of the compared OMol25 structures with the same formula, charge and spin, kcal/mol: 93.7
E_LUMO (alpha / beta), Ha: -0.3451 / -0.5792
Calculated total energy, eV: -8866.744

Atom charges from the natural (NBO) analysis, given in e for atoms 1 to 6:
1. C -0.652
2. C -0.233
3. C 0.200
4. N -0.410
5. H 0.310
6. H 0.284

=====

Here is a cluster of 2 separate species, C4H7NO in total at a distorted geometry from the Open Molecules 2025 dataset. Energies are from ωB97M-V with the def2-TZVPD basis set.

ORCA input file:
```
! wB97M-V def2-TZVPD RIJCOSX def2/J DEFGRID3
* xyz 0 1
C -1.667 -0.422 0.183
C -0.519 0.413 -0.368
C 0.569 0.910 0.485
O 1.644 1.303 0.077
H -1.506 -1.503 0.088
H -2.576 -0.181 -0.374
H -1.842 -0.204 1.242
H -0.230 0.159 -1.390
H -0.757 1.533 -0.347
H 0.251 1.054 1.536
C 2.221 -0.979 -0.378
N 1.239 -1.576 -0.483
H 3.172 -0.509 -0.270
*
```

Properties
SMILES: CCC=O.C#N
HOMO level, eV: -9.86
Frontier orbital gap, eV: 10.90
Molar mass, g mol⁻¹: 85.11
Largest force on an atom, eV Å⁻¹: 1.6
Energy above the lowest of the compared OMol25 structures with the same formula, charge and spin, kcal/mol: 59.1
E_LUMO, Ha: 0.0381
Calculated total energy, eV: -7797.083

Atom charges from the natural (NBO) analysis, given in e for atoms 1 to 6:
1. C -0.613
2. C -0.480
3. C 0.440
4. O -0.592
5. H 0.234
6. H 0.216

=====

Here is an isolated molecule of C4H7NO at a distorted geometry from the Open Molecules 2025 dataset. Energies are from ωB97M-V with the def2-TZVPD basis set.

ORCA input file:
```
! wB97M-V def2-TZVPD RIJCOSX def2/J DEFGRID3
* xyz 0 1
C 0.411 -0.112 -1.336
C -0.042 -0.358 0.044
C 0.498 0.668 1.018
O 0.085 -1.721 0.486
C -1.644 0.113 -0.023
N -2.715 0.536 0.118
H 0.087 0.914 -1.700
H 1.555 -0.017 -1.446
H 0.050 -0.955 -2.047
H 0.265 1.589 0.461
H 1.524 0.467 1.017
H 0.073 0.717 2.018
H -0.147 -1.841 1.389
*
```

Properties
SMILES: CC(C)(O)C#N
HOMO level, eV: -11.33
Frontier orbital gap, eV: 12.00
Molar mass, g mol⁻¹: 85.11
Largest force on an atom, eV Å⁻¹: 4.4
Energy above the lowest of the compared OMol25 structures with the same formula, charge and spin, kcal/mol: 43.9
E_LUMO, Ha: 0.0247
Calculated total energy, eV: -7797.742

Atom charges from the natural (NBO) analysis, given in e for atoms 1 to 6:
1. C -0.652
2. C 0.259
3. C -0.630
4. O -0.698
5. C 0.207
6. N -0.361

=====

Q: What is the formula in the fifth record?
A: C4H11NO

=====

Q: What is the formula in the third record?
A: C15H25N3OS